# 1
The following is a DFT calculation (ωB97M-V/def2-TZVPD) of the molecule C7H8O.

Structure (XYZ):
```
16
Properties=species:S:1:pos:R:3:forces:R:3
C 2.7537 0.3606 0.0605 -4.760 1.102 0.011
O 1.7770 -0.6760 -0.0371 -0.287 -0.894 0.798
C 0.4780 -0.2722 0.0045 -1.379 0.416 -0.809
C -0.5132 -1.2931 -0.0302 1.656 4.052 0.643
C -1.8030 -1.0566 0.0598 2.317 9.743 0.173
C -2.3146 0.3339 0.0255 12.266 -5.150 1.015
C -1.3411 1.2904 0.0443 -0.484 4.472 -2.395
C 0.0264 1.0519 -0.0742 -1.000 -4.102 1.142
H 2.4424 1.0061 0.9017 0.818 -0.045 -0.363
H 3.6849 0.0007 0.0782 3.374 -1.767 0.655
H 2.6117 0.8067 -0.8861 0.363 1.673 -0.910
H -0.1554 -2.1917 -0.0896 1.825 -5.378 -0.295
H -2.5008 -1.6376 -0.0394 -6.828 -7.241 -0.712
H -3.1219 0.7270 -0.0078 -10.834 3.336 -0.372
H -1.6623 2.5063 -0.2606 0.757 -3.628 1.469
H 0.7681 1.7022 0.0589 2.195 3.412 -0.050
```
Positions in Å, forces in eV/Å.

As for the HOMO energy: -8.4 eV. The relative energy (zero: lowest compared OMol25 entry of this formula, charge and spin) is 98.2 kcal/mol. As for the net charge: 0. The spin multiplicity is 1.

Atom charges from the natural (NBO) analysis, given in e for atoms 1 to 4: -0.2382 -0.4918 0.3375 -0.2521

# 2
The following is a DFT calculation (ωB97M-V/def2-TZVPD) of the molecule C7H8O4.

Structure (XYZ):
```
19
Properties=species:S:1:pos:R:3:forces:R:3
O -2.4021 -0.4542 1.5720 1.963 -0.610 -0.907
C -1.3161 -0.6887 1.0584 -1.565 0.646 0.494
C -1.1203 -1.4402 -0.2633 0.306 -0.425 0.289
C 0.0458 -1.5065 -0.9350 -0.494 0.496 0.507
C 1.1819 -0.5476 -0.6291 1.037 1.544 1.267
O 1.5866 0.0511 -1.8362 -2.060 -2.114 -0.985
C 0.5868 0.5460 0.3014 -1.373 -2.158 0.840
C -0.3623 1.5957 -0.2851 0.306 -0.126 -0.210
O -1.2048 2.1348 0.7239 0.431 -0.008 -1.298
O 0.8392 0.8577 1.6839 0.308 0.530 -0.112
C 0.0987 -0.3232 1.4652 0.416 0.040 -0.658
H -1.9558 -2.0145 -0.6284 -0.207 -0.243 0.216
H 0.1933 -2.2307 -1.7413 -0.109 0.519 0.037
H 1.9744 -1.0661 -0.0147 -0.266 0.350 -0.979
H 2.3624 0.5357 -1.7691 2.292 1.295 0.535
H -0.9523 1.2483 -1.1292 -0.310 -0.539 0.275
H 0.2932 2.3049 -0.7996 0.084 0.643 0.445
H -0.6303 2.1424 1.4875 0.046 0.262 0.716
H 0.7816 -1.1450 1.7386 -0.806 -0.102 -0.472
```
Positions in Å, forces in eV/Å.

As for the HOMO energy: -9.7 eV. The relative energy (zero: lowest compared OMol25 entry of this formula, charge and spin) is 99.0 kcal/mol. As for the net charge: 0. The spin multiplicity is 1.

Atom charges from the natural (NBO) analysis, given in e for atoms 1 to 4: -0.4857 0.5203 -0.2883 -0.1398

# 3
The following is a DFT calculation (ωB97M-V/def2-TZVPD) of a cluster of 2 separate species, C7H8OP2 in total.

Structure (XYZ):
```
18
Properties=species:S:1:pos:R:3:forces:R:3
C -2.2853 0.8323 -0.3272 0.111 1.017 -1.013
C -2.3511 -0.4288 -0.8734 -2.083 -1.810 0.030
C -1.1432 1.2360 0.3224 0.013 1.705 1.758
C -1.3889 -1.4181 -0.5767 0.876 -1.130 -0.501
C -0.1305 0.3677 0.5261 0.191 -1.366 -0.204
C -0.2229 -0.9544 0.0473 0.835 -0.293 0.303
C 1.9816 -0.2147 0.9597 -0.239 3.177 -3.954
O 0.9781 0.7444 1.2586 0.047 -1.707 -1.009
P 1.4424 -1.7835 0.3373 -0.939 0.253 -2.193
P 3.2039 0.7392 -0.9682 -0.107 0.763 3.869
H -3.0491 1.5872 -0.5510 0.129 -0.547 0.236
H -3.3297 -0.6818 -1.3702 1.318 -0.005 0.386
H -0.9975 2.1714 0.8892 -0.566 -0.107 -0.802
H -1.4390 -2.5861 -0.8260 -0.199 3.008 0.229
H 2.6965 -0.1474 1.6623 2.542 -0.024 2.301
H 1.2184 -2.1463 1.5847 -0.808 -1.415 2.501
H 2.7280 2.0582 -0.4032 0.657 -1.283 -0.737
H 2.0883 0.6247 -1.6918 -1.777 -0.238 -1.199
```
Positions in Å, forces in eV/Å.

As for the HOMO energy: -8.1 eV. The relative energy (zero: lowest compared OMol25 entry of this formula, charge and spin) is 20.0 kcal/mol. As for the net charge: 0. The spin multiplicity is 1.

Atom charges from the natural (NBO) analysis, given in e for atoms 1 to 4: -0.1921 -0.2353 -0.2562 -0.1902

# 4
The following is a DFT calculation (ωB97M-V/def2-TZVPD) of a structure of composition C7H8S.

Structure (XYZ):
```
16
Properties=species:S:1:pos:R:3:forces:R:3
C -1.3390 1.0104 2.1410 0.838 -3.564 -1.455
C -0.5152 1.1848 1.0998 0.676 4.054 -0.654
C 0.0867 0.1986 0.0872 0.915 -0.137 1.389
C -0.5318 -1.1442 0.2243 -1.784 -3.171 -0.016
C -0.6249 -1.4901 -1.3354 1.329 -0.377 -0.924
C 1.4997 -0.0491 0.4710 6.534 2.479 2.955
C 2.6520 0.0732 1.0523 -4.162 -1.283 -2.985
H -1.6321 -0.1028 2.2493 0.043 2.114 0.658
H -1.5975 1.7245 2.8943 -0.176 0.347 -0.068
H -0.1721 2.2990 0.8970 -0.476 -2.318 0.429
H 0.1072 -1.9369 0.7606 -1.216 1.354 -0.488
H -1.5039 -0.9022 0.7980 1.083 -1.538 -1.572
H 0.2122 -2.1097 -1.8411 -0.709 0.901 1.695
H -1.4527 -1.9016 -1.9140 -0.758 0.264 0.954
H 3.7411 -0.0530 1.3631 -2.307 0.260 -0.535
S -0.3167 0.2676 -1.7281 0.170 0.617 0.618
```
Positions in Å, forces in eV/Å.

As for the HOMO energy: -8.9 eV. The relative energy (zero: lowest compared OMol25 entry of this formula, charge and spin) is 106.0 kcal/mol. As for the net charge: 0. The spin multiplicity is 1.

Atom charges from the natural (NBO) analysis, given in e for atoms 1 to 4: -0.3969 -0.1523 -0.2872 -0.4027

# 5
The following is a DFT calculation (ωB97M-V/def2-TZVPD) of the molecule C7H8S.

Structure (XYZ):
```
16
Properties=species:S:1:pos:R:3:forces:R:3
C 2.8216 -0.4765 -0.1924 4.759 1.217 -1.993
C 1.7022 -0.5255 0.1503 -3.640 0.961 1.769
C 0.3198 -0.6248 0.7140 3.066 0.227 -0.049
C -0.4336 -1.4530 -0.3939 -1.496 -1.085 1.119
C -1.6634 -0.5378 0.0072 -0.579 0.838 -0.352
S -3.2963 -0.4688 -0.0392 1.414 -0.682 -0.154
C -0.7539 0.5740 0.6453 -0.844 -2.274 -0.069
C -0.4468 1.6638 -0.4094 1.123 2.039 3.845
H 3.8140 -0.1674 -0.6008 -1.492 -0.891 0.715
H 0.6568 -0.9140 1.7717 -1.815 -0.434 -1.246
H 0.0160 -1.1282 -1.3840 -0.761 -0.477 1.138
H -0.4825 -2.6418 -0.3426 -0.142 2.725 -0.062
H -1.2306 0.9014 1.6368 1.168 -0.215 -1.439
H -1.1973 2.5544 -0.2128 1.347 -1.953 -1.110
H 0.6183 2.0841 0.0243 -2.351 -0.854 -1.920
H -0.4441 1.1601 -1.3745 0.245 0.857 -0.192
```
Positions in Å, forces in eV/Å.

As for the HOMO energy: -8.6 eV. The relative energy (zero: lowest compared OMol25 entry of this formula, charge and spin) is 100.3 kcal/mol. As for the net charge: 0. The spin multiplicity is 1.

Atom charges from the natural (NBO) analysis, given in e for atoms 1 to 4: -0.2688 -0.0114 -0.3194 -0.4729

# 6
The following is a DFT calculation (ωB97M-V/def2-TZVPD) of a structure of composition C7H9AlCl2LuNO4.

Structure (XYZ):
```
25
Properties=species:S:1:pos:R:3:forces:R:3
Al -2.2291 -3.1791 -3.8522 2.457 0.320 0.553
Lu -0.3532 -1.8350 0.5834 2.477 -0.215 1.326
Cl -0.7101 -2.0130 -2.7833 -1.718 -0.534 -0.781
Cl -0.5532 -3.2426 2.4407 -0.065 0.447 -0.667
C -2.5746 -1.3114 0.6005 -7.208 1.743 -0.122
C -0.8905 -3.6603 -5.4022 5.850 -1.454 -4.015
C -2.0031 -4.7943 -2.5184 1.555 -4.001 4.453
O -3.6984 -1.0369 0.5677 5.295 -1.296 0.273
O 0.0848 -3.8770 -6.0122 -6.350 1.374 3.734
O -1.6336 -5.4891 -1.6653 -2.140 3.680 -4.756
C 1.5175 3.3787 1.4922 0.054 0.936 -0.075
N 1.3421 1.9194 1.4510 -1.227 -0.616 -0.803
C 2.2941 1.0691 2.1689 0.513 -0.152 0.413
C 0.3545 1.3438 0.8124 1.386 1.163 1.115
C -0.6870 2.0680 0.0587 -0.300 0.500 -0.153
O 0.2955 0.0418 0.8798 -0.726 -1.287 -0.618
H 2.3989 3.5870 2.1037 -0.270 0.041 -0.193
H 0.6464 3.8794 1.9462 0.334 -0.338 -0.064
H 1.6756 3.8046 0.4868 0.011 -0.342 0.378
H 1.7776 0.4643 2.9260 0.132 0.247 -0.162
H 2.8206 0.4034 1.4716 -0.095 0.269 0.170
H 3.0139 1.7282 2.6583 -0.093 -0.328 -0.064
H -0.5739 1.8930 -1.0209 0.073 0.075 0.220
H -1.6788 1.7106 0.3630 0.173 0.107 0.011
H -0.6360 3.1474 0.2435 -0.118 -0.341 -0.171
```
Positions in Å, forces in eV/Å.

As for the HOMO energy: -21.7 eV. The relative energy (zero: lowest compared OMol25 entry of this formula, charge and spin) is 0.0 kcal/mol. As for the net charge: +4. The spin multiplicity is 1.

Atom charges from the natural (NBO) analysis, given in e for atoms 1 to 4: 1.8384 1.9932 -0.4270 -0.4357

# 7
The following is a DFT calculation (ωB97M-V/def2-TZVPD) of a structure of composition C7H9BClF5NaO.

Structure (XYZ):
```
25
Properties=species:S:1:pos:R:3:forces:R:3
C 0.4895 2.1671 1.7426 0.296 -0.840 -0.232
C 0.9930 1.3534 0.3839 -0.222 0.096 0.147
C -0.2422 1.2238 -0.6942 -0.886 -0.099 1.671
Cl 0.2522 1.8041 -2.3831 -0.835 -0.755 0.642
B -0.7910 -0.3271 -0.6217 -0.877 0.442 0.821
C -1.9379 -0.6330 0.5640 0.282 0.374 0.671
C -1.2948 -1.2904 1.9212 4.763 0.654 2.553
O -0.0598 -1.0605 2.4013 -7.396 -1.020 -3.463
C -0.3050 -1.5857 -1.5605 -0.310 -1.826 -1.741
F -0.2961 -1.3041 -3.0236 0.000 -0.674 4.124
F -1.2804 -2.7202 -1.3730 3.139 3.046 -0.570
C 1.2326 -2.1293 -1.2047 0.895 -1.833 -1.029
F 1.4710 -3.2511 -2.1887 -0.375 3.810 3.924
F 2.2613 -1.0829 -1.4868 -3.450 -3.460 1.271
F 1.3190 -2.5982 0.2122 0.000 1.768 -5.296
H 0.6665 1.4346 2.6445 -0.214 1.740 -1.708
H -0.6808 2.3909 1.7316 2.688 -0.264 -0.148
H 1.1482 3.1326 1.8089 -1.590 -1.789 0.217
H 1.8877 1.8873 -0.1716 -1.790 -1.000 1.250
H 1.3803 0.2935 0.6972 -0.764 1.980 -0.616
H -1.1544 1.9094 -0.3454 2.234 -1.221 -1.055
H -2.8017 -1.3274 0.1888 1.700 1.237 0.686
H -2.4154 0.4102 0.8838 0.915 -2.261 -0.459
H -1.9774 -2.0057 2.5833 1.243 1.491 -1.572
Na 2.1356 3.3086 -2.7101 0.555 0.404 -0.084
```
Positions in Å, forces in eV/Å.

As for the HOMO energy: -13.2 eV. As for the net charge: +1. The spin multiplicity is 1.

Atom charges from the natural (NBO) analysis, given in e for atoms 1 to 4: -0.6403 -0.4150 -0.5538 -0.1586

# 8
The following is a DFT calculation (ωB97M-V/def2-TZVPD) of the ion C7H9BrN3S with charge +1.

Structure (XYZ):
```
21
Properties=species:S:1:pos:R:3:forces:R:3
C -1.0888 -1.1233 0.8639 -1.053 0.789 -1.812
C -1.7405 -0.1555 0.0899 0.156 -1.761 1.590
C -1.0040 1.5907 -1.4049 0.204 -0.569 0.244
C 1.0565 -0.3689 0.5959 1.872 -0.416 0.212
C 0.8404 -2.5059 1.7134 -0.735 -0.425 -1.869
C 2.2756 -2.0257 1.8126 1.711 -0.854 -1.596
C -1.1972 3.9807 -2.8207 -0.003 -0.501 -2.261
N -1.0569 0.7386 -0.5928 -0.537 1.846 -1.245
N 0.2191 -1.3485 1.0604 -1.268 1.514 -0.262
N 2.2772 -0.7526 0.9705 -2.855 -1.039 0.284
S -0.6579 2.1887 -2.8937 0.260 0.897 -0.337
Br -3.6792 -0.2534 -0.1581 1.356 0.092 0.126
H -1.7813 -1.8720 1.0876 -0.678 -1.339 1.161
H 0.5565 -3.4185 1.1103 1.129 0.826 0.321
H 0.3653 -2.6762 2.6249 -0.472 -0.069 1.844
H 2.5701 -1.7838 2.8169 0.078 0.091 0.410
H 2.9757 -2.8224 1.4077 -0.648 1.215 0.426
H -2.2841 3.8507 -2.7665 0.361 0.833 0.899
H -1.0537 4.4080 -3.8745 0.154 -0.949 1.313
H -0.5675 4.5754 -2.1596 -0.688 -0.227 0.371
H 2.9748 -0.2261 0.5169 1.657 0.045 0.182
```
Positions in Å, forces in eV/Å.

As for the HOMO energy: -11.9 eV. The relative energy (zero: lowest compared OMol25 entry of this formula, charge and spin) is 62.2 kcal/mol. As for the net charge: +1. The spin multiplicity is 1.

Atom charges from the natural (NBO) analysis, given in e for atoms 1 to 4: 0.1520 -0.0533 0.2464 0.2158

# 9
The following is a DFT calculation (ωB97M-V/def2-TZVPD) of a cluster of 2 separate species, C7H9BrNO3 in total.

Structure (XYZ):
```
21
Properties=species:S:1:pos:R:3:forces:R:3
N 2.6535 -0.4709 1.2118 0.317 0.497 0.138
C 2.4825 0.3974 0.0590 0.066 -0.395 -0.490
C 1.3319 0.0484 -0.9481 -0.036 0.389 0.238
C 0.3180 -1.0223 -0.5018 -0.629 0.168 -0.675
C -1.0367 -0.4718 -0.1209 0.660 -0.714 0.624
C -1.7058 0.5727 -0.5853 0.032 -0.423 0.326
C -3.0302 0.6265 0.1240 0.866 0.886 -1.764
O -3.8443 1.4781 0.0221 -0.853 -2.610 0.568
O -3.0984 -0.5488 0.8908 -0.663 -0.218 1.480
C -1.8818 -1.1640 0.9320 0.516 0.967 -1.387
O -1.5689 -2.0712 1.6438 -0.426 -0.043 0.097
H 1.9814 -0.2765 1.9392 -0.127 -0.241 -0.057
H 2.6622 -1.4510 0.9768 -0.126 -0.016 0.055
H 3.4211 0.3726 -0.5096 -0.105 0.088 0.117
H 2.3671 1.4267 0.4034 -0.046 -0.157 0.122
H 0.7835 0.9772 -1.1380 0.064 -0.141 -0.020
H 1.7596 -0.2180 -1.9203 0.048 -0.164 0.226
H 0.1155 -1.6555 -1.3782 0.099 -0.083 0.197
H 0.6600 -1.7023 0.2793 0.094 0.203 0.008
H -1.3383 1.2448 -1.3457 -0.500 0.359 0.193
Br -3.0320 3.9078 -0.0344 0.750 1.647 0.003
```
Positions in Å, forces in eV/Å.

As for the HOMO energy: -3.1 eV. As for the net charge: -1. The spin multiplicity is 1.

Atom charges from the natural (NBO) analysis, given in e for atoms 1 to 4: -0.8413 -0.2147 -0.4221 -0.4517

# 10
The following is a DFT calculation (ωB97M-V/def2-TZVPD) of the molecule C7H9BrOS.

Structure (XYZ):
```
19
Properties=species:S:1:pos:R:3:forces:R:3
C -1.3108 -2.1494 1.9271 2.158 -2.925 -0.142
C -1.1320 -1.5031 0.5188 0.169 0.321 5.639
C -0.5155 -0.1831 0.7164 2.266 2.223 -2.943
O -0.0027 0.3180 1.6678 -0.814 -0.645 0.347
C -0.1633 0.6716 -0.8399 -0.963 -3.273 3.824
Br -1.9981 0.7506 -1.5834 0.550 0.824 -0.254
C 0.6012 1.8942 -0.4142 -0.528 2.327 -1.431
C 1.8196 1.9937 -1.2701 -0.980 -1.186 -1.100
C 2.0250 0.9406 -2.0299 0.941 -2.428 -1.201
S 0.8950 -0.4598 -1.7762 0.172 1.741 -0.096
H -1.8016 -1.5566 2.5951 -1.906 1.939 1.444
H -0.2887 -2.1919 2.4952 -1.565 -0.488 -1.404
H -1.8596 -3.1829 1.9708 1.307 1.827 -0.459
H -2.0243 -1.4261 0.0641 -2.921 0.172 -1.942
H -0.4661 -2.0942 0.0454 2.099 -1.753 -2.224
H 1.0339 1.9850 0.5880 -1.145 -0.657 0.344
H -0.1183 2.7416 -0.6130 0.998 -0.391 0.507
H 2.4753 2.8004 -1.3067 0.815 1.468 0.136
H 2.8309 0.6514 -2.7554 -0.654 0.904 0.954
```
Positions in Å, forces in eV/Å.

As for the HOMO energy: -8.4 eV. The relative energy (zero: lowest compared OMol25 entry of this formula, charge and spin) is 0.0 kcal/mol. As for the net charge: 0. The spin multiplicity is 1.

Atom charges from the natural (NBO) analysis, given in e for atoms 1 to 4: -0.5997 -0.5529 0.6713 -0.5305

| no. | LUMO level (eV) | E_tot (hartree) |
| --- | --- | --- |
| 1 | 0.97 | -346.619063 |
| 2 | -0.02 | -572.344387 |
| 3 | 0.36 | -1029.355841 |
| 4 | 0.64 | -669.525499 |
| 5 | -0.18 | -669.534556 |
| 6 | -19.35 | -3024.532517 |
| 7 | -4.62 | -1493.651420 |
| 8 | -4.53 | -3408.220027 |
| 9 | 2.56 | -3126.682666 |
| 10 | 0.57 | -3319.483430 |